DFT (ωB97M-V/def2-TZVPD) results for C11H14AuF2N3OSTe as an isolated structure.

XYZ file:
```
34
Properties=species:S:1:pos:R:3:forces:R:3
Au 1.46951 -0.90191 0.15934 0.1474 -0.3332 -0.0881
N 0.68178 -5.08543 -1.14066 -0.0454 0.1150 0.0601
C 0.69295 -3.77750 -0.72542 0.0273 -0.1948 -0.1870
S 2.05871 -3.33019 0.23796 -0.1522 0.3646 0.0840
N -0.31730 -3.08291 -1.16588 0.0040 0.0624 0.0763
N -0.39785 -1.73270 -0.86442 -0.2717 -0.1492 -0.0822
C -1.48993 -1.26036 -1.35277 0.0340 -0.0008 -0.0254
C -2.10360 0.07254 -1.36557 0.0776 0.0950 0.0453
C -3.11892 0.23495 -2.31514 0.0206 0.0465 0.0284
C -3.81837 1.41927 -2.44801 0.0210 0.0357 0.0427
C -3.52213 2.47704 -1.60248 -0.0435 -0.0029 -0.0560
C -2.53810 2.34904 -0.63634 0.0513 0.0015 0.0417
C -1.83964 1.15754 -0.52356 0.0492 -0.0555 -0.1105
O -0.85056 0.93937 0.40971 -0.0663 -0.1032 0.0527
H 1.26661 -5.72984 -0.64055 0.0049 -0.0026 0.0133
H -0.19364 -5.42360 -1.50515 0.0035 -0.0237 -0.0059
H -2.08815 -1.98536 -1.90129 0.0330 -0.0603 0.0147
H -3.35422 -0.59862 -2.96476 0.0214 -0.0188 0.0111
H -4.59058 1.51269 -3.19877 -0.0046 0.0064 -0.0007
H -4.05970 3.41225 -1.68494 -0.0067 -0.0017 -0.0035
H -2.31846 3.17329 0.02347 -0.0238 0.0074 -0.0134
C 4.27159 -0.54037 2.20090 -0.0047 0.0120 -0.0011
Te 3.38574 0.67341 0.69574 0.1137 0.2156 0.0103
C 2.88544 2.24144 2.05016 -0.0044 -0.0107 0.0338
H 3.55155 -0.69745 2.99891 -0.0004 0.0021 0.0019
H 5.17516 -0.06608 2.57488 0.0016 0.0031 -0.0004
H 4.50607 -1.49421 1.73481 0.0056 -0.0003 -0.0052
H 3.80700 2.69789 2.40220 0.0116 -0.0071 -0.0069
H 2.32759 1.83894 2.89200 0.0094 -0.0040 0.0108
H 2.28760 2.97923 1.52188 0.0127 -0.0113 -0.0057
F -1.53264 2.23238 2.11969 -0.0018 -0.0016 0.0022
C -0.49418 1.86336 1.32855 -0.0194 -0.0131 0.0511
F -0.03212 3.00751 0.74943 0.0018 -0.0027 -0.0189
H 0.29279 1.42441 1.93608 -0.0066 0.0302 0.0308
```
Forces are in eV/Å.

Total charge: 0
ΔE to the lowest compared entry with this formula, charge and spin (kJ/mol): 0.0
HOMO-LUMO gap (eV): 7.53
HOMO level (eV): -7.41
E_LUMO (hartree): 0.004

---

DFT (ωB97M-V/def2-TZVPD) results for a 2-piece molecular cluster, C11H14BCl3O2 overall at a distorted geometry.

XYZ file:
```
31
Properties=species:S:1:pos:R:3:forces:R:3
Cl 3.74770 -1.39204 -2.22129 -0.5467 0.5241 0.1413
B 2.87805 0.24022 -2.06952 1.3579 0.4503 -0.2206
Cl 3.65173 1.29226 -0.71625 -0.2724 -0.2053 -0.3897
Cl 2.88536 1.15610 -3.72158 -0.0876 -0.2349 0.5940
O 1.44780 0.00662 -1.72972 -2.3049 0.6361 0.3896
C 0.54723 0.91008 -1.55855 1.3680 -0.9161 -1.8684
C -0.84406 0.60643 -1.86802 -0.9720 -0.7305 -0.0042
C -1.84902 1.60634 -1.99913 0.8593 -0.3853 0.4844
C -3.18802 1.24632 -2.08726 -0.0970 -0.2540 -0.2687
C -3.55502 -0.10894 -2.11777 0.4864 0.0189 -0.0228
C -2.56274 -1.10276 -2.10517 -0.1022 0.1942 -0.2253
C -1.22129 -0.75376 -2.01176 0.1546 0.5097 0.2645
H 0.88577 1.94616 -1.47483 -0.0614 -0.1380 0.1049
H -1.54102 2.65320 -2.01355 -0.1921 -0.2071 0.1499
H -3.96277 2.01256 -2.16498 0.3276 -0.2176 0.0339
H -4.60779 -0.39457 -2.19246 0.3803 0.1463 0.0636
H -2.83267 -2.15573 -2.20013 0.0220 0.3388 0.0627
H -0.43614 -1.51120 -2.02540 -0.2756 0.1820 0.1293
C 1.90702 -1.70665 4.10021 0.2507 -0.0499 0.1292
C 0.61102 -1.22141 3.50168 0.0790 0.1457 -0.0552
O 0.97267 -0.13468 2.61983 -0.5194 -0.3788 0.4434
C -0.00834 0.46592 1.93141 0.5514 0.1469 -1.5103
C 0.36131 1.24753 0.87609 -0.8935 -0.2161 1.4523
H 1.73584 -2.57747 4.73213 -0.0556 -0.0308 0.0066
H 2.61190 -1.98931 3.31104 -0.1383 0.0845 0.1345
H 2.36431 -0.92715 4.72063 -0.0791 -0.1234 -0.1950
H 0.11198 -2.02542 2.93573 0.1140 0.3273 0.0481
H -0.06841 -0.85968 4.28862 0.0636 -0.0025 -0.2693
H -1.05444 0.21174 2.19262 0.6459 0.3139 -0.0596
H -0.40499 1.82744 0.37499 0.1221 0.0361 0.3158
H 1.41705 1.43186 0.69240 -0.1851 0.0355 0.1411
```
Forces are in eV/Å.

Total charge: 0
HOMO-LUMO gap (eV): 7.37
HOMO level (eV): -9.22
E_LUMO (hartree): -0.068

---

DFT (ωB97M-V/def2-TZVPD) results for C11H14BN7SeW as an isolated structure at a distorted geometry.

XYZ file:
```
35
Properties=species:S:1:pos:R:3:forces:R:3
C 3.15531 0.04780 -0.21843 0.8797 -0.2070 -0.8396
N 1.86330 0.07425 -0.70315 -1.6104 0.1285 -0.0222
N 1.94947 0.05949 -2.10749 0.3669 0.2691 0.0767
C 3.24238 0.02193 -2.45237 -1.7485 -0.0333 -0.0481
C 4.02179 0.00748 -1.30085 0.2215 0.0607 2.0662
B 0.65981 0.19046 -2.96950 -0.1751 0.0530 0.0001
N -0.30613 -0.97611 -2.55316 0.0240 -0.3685 -0.3461
N -0.72986 -1.13726 -1.21951 0.8927 1.2479 0.4205
C -1.66874 -2.14359 -1.21224 -0.3402 -0.6707 -1.3897
C -1.82144 -2.61866 -2.51810 -0.4676 -0.0819 1.7883
C -0.95560 -1.86949 -3.32061 0.7560 1.0689 0.7305
W 0.03808 0.19328 0.14236 -0.2995 -0.4539 -5.4608
N -0.03657 1.51715 -2.52734 0.2956 0.1804 0.1312
N -0.41265 1.71303 -1.19009 0.6260 -1.4535 0.6744
C -1.01847 2.94671 -1.11601 -0.1023 0.5294 -1.2160
C -1.01918 3.50694 -2.38924 -0.3164 0.0074 1.7060
C -0.39597 2.59594 -3.23310 0.2525 -1.0598 0.7144
H -1.40959 3.32487 -0.18227 -0.0033 0.0777 -0.0426
H -0.20310 2.65160 -4.28795 0.0210 0.0017 -0.3376
H -1.42906 4.45069 -2.66972 -0.1835 0.4781 -0.0823
H 0.91228 0.18938 -4.14192 -0.1365 -0.0652 0.4067
H -0.77307 -1.90632 -4.39278 -0.0583 -0.0242 0.1598
H 3.53060 0.00555 -3.49373 0.0664 -0.0450 -0.0977
H -2.49221 -3.39913 -2.85044 0.0241 -0.0044 0.0633
H 5.09757 -0.02401 -1.26143 0.1446 0.0212 0.0451
H -2.16353 -2.40772 -0.28709 0.0032 -0.1974 -0.1591
H 3.33160 0.07540 0.84953 0.1800 -0.0769 -0.1698
H -2.81942 -0.89382 1.62942 -0.2461 0.0583 0.1417
C -2.40094 -1.65104 2.30445 -0.0702 0.2021 -0.1691
H -3.03548 -2.54621 2.27918 0.3306 0.1463 -0.1935
H -1.36899 -1.87948 1.99561 0.0206 -0.3904 0.1525
H -2.40596 -1.27132 3.32914 0.0725 0.0705 -0.1584
Se 0.58092 0.47199 4.97283 0.0468 0.1061 1.3421
C 0.30596 0.38724 3.28267 -0.1862 -0.3159 -3.5287
N 0.17678 0.29288 2.07067 0.7195 0.7408 3.6418
```
Forces are in eV/Å.

Total charge: +4
HOMO-LUMO gap (alpha / beta) (eV): 5.06 / 4.78
2S+1: 3
HOMO level (alpha / beta) (eV): -22.63 / -22.82
<S²>: 2.0816
E_LUMO (alpha / beta) (hartree): -0.646 / -0.663

---

DFT (ωB97M-V/def2-TZVPD) results for C11H14Br3CsF6IKN2O9S3 as an isolated structure at a distorted geometry.

XYZ file:
```
51
Properties=species:S:1:pos:R:3:forces:R:3
C -1.96694 -4.76600 -0.29347 -0.1986 -0.5850 -1.0235
C -1.88606 -4.84195 -1.91877 0.1897 -0.9331 1.2640
O -0.48442 -4.83307 -2.26909 -0.8207 2.1250 -0.2055
C 0.05696 -3.48302 -2.19599 1.4868 -0.1776 -0.1227
C 1.47222 -3.57200 -2.98161 -1.8585 -1.7160 0.2150
O 2.05331 -2.27408 -3.22658 1.3075 -0.9824 1.0073
C 3.39337 -2.15153 -2.74435 -0.7373 1.2302 -0.1067
C 3.44917 -1.19017 -1.45503 3.9086 -1.0135 0.8838
O 4.53427 -1.05954 -0.86402 -3.8705 0.0345 -1.6151
O 2.28480 -0.51872 -0.97502 0.7591 1.1000 -1.7018
C 2.14311 0.78563 -1.53144 1.2318 0.0463 1.4457
I 0.93112 0.84031 -3.35844 0.8119 -0.2074 -0.5902
N 1.38780 1.60213 -0.48981 -6.6821 -3.3262 -2.3866
C 0.09509 1.22611 -0.71057 2.2232 2.2406 1.8713
S -1.62478 1.29534 -0.61631 4.5783 -1.6450 2.9465
H -0.94481 -5.11911 0.08208 -1.5097 0.6131 -0.4101
H -2.19042 -3.70550 0.04430 0.2467 -1.4276 -0.1512
H -2.75599 -5.51909 0.06266 1.0404 1.3794 -0.2887
H -2.29741 -5.85240 -2.28070 0.6429 1.6034 0.4915
H -2.46662 -3.99942 -2.41953 0.7644 -0.9581 0.4959
H -0.61398 -2.71084 -2.70627 0.6439 -1.0130 0.4221
H 0.23548 -3.16698 -1.09913 -0.4046 -0.3839 -1.4618
H 1.22020 -4.09681 -3.98377 0.2446 1.1855 0.8514
H 2.11404 -4.28749 -2.37159 -0.3812 1.2099 -0.5471
H 3.92426 -3.12546 -2.50691 -0.7907 1.1814 -0.0703
H 4.01082 -1.61744 -3.54896 -0.7459 -0.6186 1.1364
H 3.14611 1.28503 -1.77365 -1.4912 -0.7706 0.4038
C 4.44140 -0.67651 2.74027 0.1050 -0.0495 -0.1487
Br 5.45244 0.77897 3.52714 -0.2254 -0.2665 -0.1085
Br 4.80158 -2.36465 3.62266 -0.1022 0.3505 -0.1336
Br 2.54297 -0.28506 2.68315 0.3029 -0.0501 0.0721
H 4.77678 -0.77731 1.70922 -0.1097 0.0316 0.2292
C -0.28464 3.87744 2.87179 2.2225 0.6874 2.4426
F 0.64115 2.93337 3.08210 -0.9081 0.1738 -0.2682
F 0.27130 5.04185 3.24680 -0.5444 -0.4934 -0.3507
F -0.44516 3.96453 1.50969 3.7952 -0.3146 12.3660
S -1.86028 3.54848 3.72927 -0.3235 -1.4551 1.6360
O -1.50614 3.52265 5.13080 -0.0963 0.4190 -1.3063
O -2.30815 2.27857 3.18577 0.3756 1.0099 -0.4166
N -2.61943 4.83844 3.21334 0.3489 -0.8974 0.0925
S -4.11839 4.94872 3.73300 -2.5552 -0.0936 1.2568
O -4.28978 5.21772 5.14479 0.7301 -0.0869 -1.1236
O -5.06072 4.00067 3.16970 1.1131 0.5403 -0.1267
C -4.51087 6.53081 2.90958 -0.0763 1.8398 -0.7713
F -4.37851 6.45243 1.56313 0.0224 -0.3583 0.2985
F -3.69229 7.52805 3.30494 -0.1503 -0.6038 0.0680
F -5.76490 6.94493 3.14868 0.5042 -0.6937 0.1503
K -2.22234 0.31916 -2.79874 -1.0975 -1.7944 -3.1347
Cs -0.99379 3.98789 -0.31583 -3.8507 3.8050 -13.6196
O 0.57057 -3.71812 -5.75101 -0.3283 0.2104 0.4234
H 1.33648 -4.03694 -6.22829 0.2592 -0.1019 -0.2802
```
Forces are in eV/Å.

Total charge: 0
HOMO-LUMO gap (eV): 2.18
HOMO level (eV): -6.24
E_LUMO (hartree): -0.150

---

DFT (ωB97M-V/def2-TZVPD) results for C11H14BrIN2O4Rh as an isolated structure at a distorted geometry.

XYZ file:
```
34
Properties=species:S:1:pos:R:3:forces:R:3
Rh -0.70579 0.59388 0.91597 -1.3468 -1.4580 -1.5597
C -3.79932 -0.23000 0.60816 -0.0383 0.0547 0.0035
O -2.44335 -0.69769 0.64062 0.0927 -0.0278 0.5044
C -2.07456 -1.58290 -0.42664 0.0233 -0.0263 -0.1130
C -1.83693 -0.81246 -1.70225 -0.0872 0.0283 -0.0005
O -0.89622 0.20441 -1.37429 0.0274 0.3884 0.0760
C -0.66110 1.16865 -2.42040 0.0112 -0.0857 -0.0600
H -4.46929 -1.08396 0.51793 0.0104 -0.0161 0.0061
H -3.96266 0.46127 -0.22006 0.0241 0.0017 -0.0058
H -3.98260 0.27329 1.55298 0.0120 -0.0121 0.0141
H -2.83588 -2.35227 -0.55734 -0.0343 0.0108 0.0425
H -1.14831 -2.05863 -0.09883 -0.0396 -0.0956 0.0336
H -2.75171 -0.35465 -2.08986 -0.0181 -0.0059 0.0203
H -1.43808 -1.48131 -2.46941 0.0617 0.0267 -0.0099
H -0.08865 0.70442 -3.22270 -0.0116 -0.0277 -0.0120
H -0.08904 1.98340 -1.98891 0.0343 -0.0006 0.0353
H -1.61511 1.53309 -2.80450 -0.0052 0.0060 0.0192
Br 6.22879 -1.10012 1.63984 0.0242 -0.0130 -0.0227
C 4.47837 -1.02001 0.96370 0.0224 -0.0577 0.0332
C 3.74160 -2.19194 0.81601 -0.1354 -0.0314 -0.0765
N 2.48981 -2.19747 0.36759 0.0882 -0.0131 0.0416
C 1.94397 -1.02698 0.07017 -0.0639 -0.0594 0.0885
C 2.59940 0.18641 0.17938 -0.0668 -0.2296 0.1115
C 3.91332 0.19185 0.62271 0.0358 0.1000 -0.0782
C 1.90014 1.44449 -0.18371 -0.4406 -0.0094 0.1641
O 2.31760 2.23066 -0.98377 0.1269 0.1319 0.0485
O 0.72820 1.69439 0.44667 1.2755 1.3156 -0.2022
H 4.18019 -3.15178 1.05829 0.0084 0.0108 0.0339
H 0.91883 -1.06756 -0.30749 0.0872 0.0231 -0.0522
H 4.47214 1.11536 0.69846 -0.0225 -0.0043 0.0195
N -1.66803 3.08773 2.26596 -0.5317 0.2625 -0.1827
C -1.49843 2.14489 1.63636 0.9710 -0.5928 0.8454
H -1.89658 3.91781 2.78198 0.0140 0.0102 -0.0691
I -0.05073 -0.52626 3.06738 -0.1087 0.3955 0.3035
```
Forces are in eV/Å.

Total charge: +1
ΔE to the lowest compared entry with this formula, charge and spin (kJ/mol): 112.8
HOMO-LUMO gap (eV): 6.11
HOMO level (eV): -11.87
E_LUMO (hartree): -0.212

---

DFT (ωB97M-V/def2-TZVPD) results for one molecule with the formula C11H14BrN at a distorted geometry.

XYZ file:
```
27
Properties=species:S:1:pos:R:3:forces:R:3
C 2.93365 0.06392 0.60272 0.6990 -1.1620 0.2759
C 2.81493 -1.32602 0.57598 -3.2448 2.6030 -1.3812
C 1.89425 0.81361 0.17138 -1.8225 1.1977 0.2688
C 1.58643 -1.83984 0.05262 2.7211 -2.6190 2.1958
C 0.67934 0.25668 -0.15350 -2.3695 2.0216 0.0746
C 0.44857 -1.11177 -0.22307 1.5017 0.3402 -1.0184
C -1.72929 0.31902 -0.89295 2.9557 -1.3342 -1.9451
C -0.68404 1.19166 -0.13796 0.5911 -4.6978 -1.1271
C -0.51817 2.41833 -0.93813 -1.7131 3.0280 -0.6321
C -0.99982 1.33918 1.33171 -2.3489 1.2220 -0.9040
C -1.44960 -2.66918 -0.53304 -1.0111 -0.1031 1.8578
N -0.61918 -1.59733 -0.89794 -2.3379 3.4845 -0.8449
Br -3.40421 0.02777 -0.19619 -0.5970 -0.1716 0.2022
H 3.70375 0.62570 1.07668 1.0176 -0.1789 0.1405
H 3.55042 -1.88476 1.02096 1.5121 -1.7469 0.5792
H 1.92612 1.88613 0.34298 0.0601 0.0423 -0.2989
H 1.61409 -2.94811 0.11449 -0.6636 0.6475 -0.5576
H -1.75147 0.54631 -2.03547 -0.0300 -0.7468 2.2372
H 0.30274 2.48019 -1.64207 0.0253 -0.4354 -0.1507
H -0.35395 3.16562 -0.19430 0.6246 1.0690 0.4115
H -1.47947 2.88279 -1.44186 1.6050 -1.4249 0.7831
H -1.27434 0.45922 1.84069 -0.1256 -1.6889 0.0837
H -1.94966 1.93424 1.44249 1.1932 0.1873 0.1462
H -0.15530 1.67515 1.85212 1.0082 1.2057 0.7456
H -2.18984 -2.35040 0.30935 0.9027 -0.5578 -1.0408
H -2.10880 -2.90269 -1.42176 1.0400 -0.5947 1.0712
H -0.78716 -3.45543 -0.02596 -1.1935 0.4130 -1.1725
```
Forces are in eV/Å.

Total charge: 0
ΔE to the lowest compared entry with this formula, charge and spin (kJ/mol): 238.4
HOMO-LUMO gap (alpha / beta) (eV): 7.94 / 7.94
HOMO level (alpha / beta) (eV): -7.59 / -7.60
E_LUMO (alpha / beta) (hartree): 0.013 / 0.013

---

We obtain E values of -45406.96636 -53974.65900 -89863.79196 -316937.85763 -103946.82138 -83162.60419 eV for the records listed above, in that order.